Record 1
Entry from the OMol25 dataset: 2 unconnected molecules or ions with the total composition C4H8NO3 in a non-equilibrium geometry (ωB97M-V with the def2-TZVPD basis set).

Results
max |F|	3.3	eV/A
2S+1	1
total charge	-1
ΔE to the lowest compared entry with this formula, charge and spin	30.4	kcal/mol

Each atom is followed by the atoms it is bonded to, with distances in Å.
Element x y z (Å)
1 C 1.3581 -1.5387 1.4805  C2 1.646, H7 1.081, H8 1.113, H9 1.065
2 C -0.0223 -2.1020 0.7828  C1 1.646, O3 1.247, N4 1.356
3 O -0.3190 -3.2885 1.0246  C2 1.247
4 N -0.7870 -1.2632 0.0407  C2 1.356, H5 0.993, H6 1.085
5 H -1.5820 -1.5638 -0.4735  N4 0.993
6 H -0.5220 -0.2926 -0.3642  N4 1.085
7 H 2.0980 -1.5609 0.6933  C1 1.081
8 H 1.4590 -2.1742 2.3885  C1 1.113
9 H 1.3695 -0.4754 1.5341  C1 1.065
10 C -0.3092 2.4004 -0.4314  C11 1.644, H14 1.119, H15 1.057, H16 1.052
11 C -0.6058 1.5144 -1.7846  C10 1.644, O12 1.222, O13 1.243
12 O 0.0678 1.7994 -2.7634  C11 1.222
13 O -1.4956 0.6470 -1.7710  C11 1.243
14 H 0.4163 3.2268 -0.6390  C10 1.119
15 H 0.1080 1.8858 0.3928  C10 1.057
16 H -1.2339 2.7855 -0.1103  C10 1.052

***

Record 2
Entry from the OMol25 dataset: 2 unconnected molecules or ions with the total composition C4H8NO3 in a non-equilibrium geometry (ωB97M-V with the def2-TZVPD basis set).

Results
max |F|	2.5	eV/A
2S+1	1
total charge	-1
ΔE to the lowest compared entry with this formula, charge and spin	27.3	kcal/mol

Each atom is followed by the atoms it is bonded to, with distances in Å.
Element x y z (Å)
1 C 0.1180 -2.8672 0.2765  C2 1.576, H5 1.098, H6 1.091, H7 1.084
2 C 1.0178 -1.8596 -0.5355  C1 1.576, O3 1.250, O4 1.256
3 O 0.4839 -1.5056 -1.6094  C2 1.250
4 O 2.1533 -1.5017 -0.1368  C2 1.256
5 H -0.5885 -2.2269 0.8201  C1 1.098
6 H 0.7265 -3.2597 1.0929  C1 1.091
7 H -0.4307 -3.4048 -0.4884  C1 1.084
8 C 0.4399 1.2075 -0.2324  C9 1.501, H14 1.100, H15 1.094, H16 1.087
9 C -0.5188 1.9587 0.6441  C8 1.501, O10 1.216, N11 1.381
10 O -0.4658 1.9492 1.8592  C9 1.216
11 N -1.5117 2.6867 0.0183  C9 1.381, H12 1.007, H13 1.009
12 H -2.0731 3.2277 0.6549  N11 1.007
13 H -1.6666 2.7981 -0.9724  N11 1.009
14 H 0.9902 0.4029 0.2769  C8 1.100
15 H 1.3188 1.7404 -0.6060  C8 1.094
16 H 0.0067 0.6543 -1.0621  C8 1.087

***

Record 3
Entry from the OMol25 dataset: a gas-phase ion, C4H8NO3 (charge -1) in a non-equilibrium geometry (ωB97M-V with the def2-TZVPD basis set).

Results
SMILES	C[C@@H](CO)NC(=O)[O-]
max |F|	2.2	eV/A
2S+1	1
total charge	-1
ΔE to the lowest compared entry with this formula, charge and spin	39.0	kcal/mol

Each atom is followed by the atoms it is bonded to, with distances in Å.
Element x y z (Å)
1 C -0.3529 0.6897 -1.6704  C2 1.576, H9 1.098, H10 1.101, H11 1.081
2 C -0.5061 -0.2265 -0.3967  C1 1.576, C3 1.508, N5 1.448, H12 1.093
3 C -0.8004 -1.6453 -0.8156  C2 1.508, O4 1.449, H13 1.092, H14 1.097
4 O -2.1504 -1.7367 -1.3345  C3 1.449, H15 0.955
5 N 0.7393 -0.1954 0.3421  C2 1.448, C6 1.469, H16 1.007
6 C 1.0583 0.8927 1.2758  N5 1.469, O7 1.234, O8 1.260
7 O 0.2569 1.8159 1.4413  C6 1.234
8 O 2.1889 0.7021 1.7992  C6 1.260
9 H -0.2736 0.0766 -2.5773  C1 1.098
10 H -1.2477 1.2402 -2.0001  C1 1.101
11 H 0.5395 1.2831 -1.5303  C1 1.081
12 H -1.3253 0.0781 0.2601  C2 1.093
13 H -0.6328 -2.4205 -0.0645  C3 1.092
14 H -0.2226 -2.0008 -1.6774  C3 1.097
15 H -2.6721 -0.9646 -1.1262  O4 0.955
16 H 1.5071 -0.5660 -0.1936  N5 1.007